<A>
# C9H16

The molecule C9H16 (ωB97M-V/def2-TZVPD, the Open Molecules 2025 dataset).

## Properties
* highest occupied orbital energy: -0.27197 Ha
* Kohn-Sham gap: 7.80 eV

```
! RIJCOSX wB97M-V def2-TZVPD def2/J DEFGRID3
* xyz 0 1
C -0.0968 1.0985 0.3373
C -0.3592 0.0018 1.2476
C 0.7902 1.8840 -0.3954
C 0.3878 3.2440 -0.8806
C 2.1750 1.5333 -0.7983
C -2.2061 -1.2343 0.9714
C -0.0851 -2.3758 1.5670
C -0.4967 -1.3740 -0.8476
C -0.6783 -1.2920 0.6879
H -1.0569 1.4964 0.5699
H 1.1196 4.0785 -0.5252
H -0.5847 3.5388 -0.5761
H 0.6579 3.4081 -1.9609
H 2.8466 2.3123 -0.3915
H 2.2962 1.4550 -1.8395
H 2.4957 0.6251 -0.2127
H -2.4683 -2.2673 1.0066
H -2.2112 -0.8252 1.9455
H -2.7639 -0.4947 0.4074
H 1.0164 -2.3435 1.6999
H -0.3989 -3.3092 1.1153
H -0.5076 -2.6101 2.5321
H -1.0249 -0.4274 -1.1588
H -1.0038 -2.2297 -1.3337
H 0.6037 -1.4699 -1.1324
*
```

<B>
# C9H16

The molecule C9H16 (ωB97M-V/def2-TZVPD, the Open Molecules 2025 dataset).

## Properties
* highest occupied orbital energy: -0.29464 Ha
* Kohn-Sham gap: 9.09 eV

```
! RIJCOSX wB97M-V def2-TZVPD def2/J DEFGRID3
* xyz 0 1
C 2.6899 0.1532 0.2023
C 1.3356 0.5886 -0.3650
C 0.2129 -0.4364 -0.6118
C 0.5857 -1.7692 0.0085
C -1.2204 -0.5523 -1.1570
C -1.9743 -0.5447 0.2609
C -0.9873 0.1304 1.3136
C 0.0013 0.7334 0.3514
C -0.6663 1.9613 -0.2853
H 2.6294 -0.4149 1.1518
H 3.1993 -0.4713 -0.5446
H 3.2449 1.0591 0.4330
H 1.4790 1.4122 -1.0903
H 1.1157 -1.6501 0.9609
H -0.2683 -2.4232 0.1689
H 1.2651 -2.3219 -0.6704
H -1.5362 0.3179 -1.7773
H -1.4410 -1.4476 -1.7316
H -2.9278 -0.0190 0.1891
H -2.2550 -1.5542 0.5327
H -0.5245 -0.5929 2.0145
H -1.4615 0.8822 1.9542
H -0.4925 2.0553 -1.3684
H -0.2410 2.8734 0.1889
H -1.7627 2.0307 -0.1289
*
```

Most stable one: <B>, least stable one: <A>.

<A>
# C2H2BrO2S

A cluster of 2 separate species, C2H2BrO2S in total (ωB97M-V/def2-TZVPD, the Open Molecules 2025 dataset).

## Properties
* highest occupied orbital energy (spin up / spin down): -0.15260 / -0.15258 Ha
* Kohn-Sham gap (spin up / spin down): 6.03 / 6.03 eV

```
! RIJCOSX wB97M-V def2-TZVPD def2/J DEFGRID3
* xyz -1 1
C -0.0439 -0.4703 -1.0853
C -0.4977 0.2008 0.0755
O 1.1594 -0.0288 -1.3845
O -0.6033 -1.3579 -1.6948
S 0.3709 1.3528 0.9156
Br 0.3035 -2.2295 1.8726
H -1.5902 -0.0343 0.3164
H 1.3279 0.6390 -0.6488
*
```

<B>
# C2H2BrO2S

A cluster of 2 separate species, C2H2BrO2S in total (ωB97M-V/def2-TZVPD, the Open Molecules 2025 dataset).

## Properties
* highest occupied orbital energy (spin up / spin down): -0.20209 / -0.15820 Ha
* Kohn-Sham gap (spin up / spin down): 8.44 / 5.74 eV

```
! RIJCOSX wB97M-V def2-TZVPD def2/J DEFGRID3
* xyz -1 1
C -0.2908 -1.1565 0.3127
C -0.5131 0.4223 0.2112
O 0.6402 -1.8282 0.7171
O -1.4448 -1.5269 -0.0030
S 1.8474 1.6690 -1.5117
Br -0.5627 1.4122 1.9438
H -1.4560 0.6217 -0.3291
H 1.7798 0.3864 -1.3409
*
```

Most stable one: <A>, least stable one: <B>.

<A>
# C2H4O3S

The molecule C2H4O3S (ωB97M-V/def2-TZVPD, the Open Molecules 2025 dataset).

## Properties
* highest occupied orbital energy: -0.38021 Ha
* Kohn-Sham gap: 10.68 eV

```
! RIJCOSX wB97M-V def2-TZVPD def2/J DEFGRID3
* xyz 0 1
O 1.7996 1.3052 -0.6415
C 0.6920 0.7583 -0.6545
S -0.6107 0.7913 -1.7916
C 0.4131 -0.3285 0.4543
O -0.7574 0.0168 1.1893
O -1.3132 -1.0414 1.9633
H -0.2185 1.7665 -2.7144
H 0.1917 -1.1685 -0.1992
H 1.4090 -0.4044 1.0764
H -1.6056 -1.6952 1.3179
*
```

<B>
# C2H4O3S

The molecule C2H4O3S (ωB97M-V/def2-TZVPD, the Open Molecules 2025 dataset).

## Properties
* highest occupied orbital energy: -0.35873 Ha
* Kohn-Sham gap: 10.33 eV

```
! RIJCOSX wB97M-V def2-TZVPD def2/J DEFGRID3
* xyz 0 1
O -0.3660 -0.1480 -1.6314
C -0.2700 0.0571 -0.2771
S -1.9016 -0.1875 0.4412
C 0.9958 -0.4961 0.2860
O 1.5876 0.8159 0.1470
O 0.2719 1.4253 -0.0304
H -0.9404 0.4790 -2.0999
H -1.7470 0.0842 1.7618
H 0.7064 -0.6902 1.3803
H 1.6632 -1.3397 0.0224
*
```

Most stable one: <A>, least stable one: <B>.

<A>
# H14NaO7

A structure of composition H14NaO7 (ωB97M-V/def2-TZVPD, the Open Molecules 2025 dataset).

## Properties
* highest occupied orbital energy: -0.50248 Ha
* Kohn-Sham gap: 10.33 eV

```
! RIJCOSX wB97M-V def2-TZVPD def2/J DEFGRID3
* xyz 1 1
Na -5.5370 -12.0340 -13.0425
O -6.9705 -12.9744 -14.8229
H -6.5341 -12.7111 -15.6417
H -7.3869 -13.8181 -15.0376
O -3.4223 -13.3848 -13.1675
H -2.4756 -13.2285 -13.0628
H -3.5037 -14.3398 -13.2798
O -4.4423 -10.8066 -10.9521
H -3.6269 -11.2628 -10.6973
H -5.0195 -10.8954 -10.1853
O -7.5384 -10.7382 -12.3966
H -7.5661 -9.7994 -12.6238
H -8.2608 -10.8565 -11.7701
O -4.6218 -10.4776 -15.1245
H -5.4779 -10.6573 -15.5326
H -3.9806 -10.9203 -15.6997
O -6.4667 -13.4037 -11.1833
H -6.8909 -12.8232 -10.5416
H -7.0423 -14.1771 -11.2270
O -2.9046 -9.6833 -12.9592
H -3.5820 -10.0503 -12.3706
H -3.3116 -9.6729 -13.8260
*
```

<B>
# H14NaO7

A structure of composition H14NaO7 (ωB97M-V/def2-TZVPD, the Open Molecules 2025 dataset).

## Properties
* highest occupied orbital energy: -0.54469 Ha
* Kohn-Sham gap: 11.59 eV

```
! RIJCOSX wB97M-V def2-TZVPD def2/J DEFGRID3
* xyz 1 1
Na 0.3354 0.2295 -0.3971
O -1.2861 0.4534 2.3286
H -2.0740 0.4563 2.8861
H -1.4755 -0.2148 1.6538
O -1.6653 0.8028 -1.5778
H -2.2014 0.6775 -2.3699
H -2.2576 1.2423 -0.9515
O 1.2667 2.3314 0.7495
H 0.5885 2.4543 1.4328
H 1.7517 3.1686 0.7361
O -1.8345 -1.7362 0.4383
H -2.0103 -2.3418 -0.2914
H -1.2797 -2.2331 1.0518
O 0.9285 -1.2772 1.2669
H 1.0273 -2.2370 1.2527
H 1.1308 -1.0194 2.1789
O 0.5352 -1.4201 -2.0486
H 0.2238 -2.3326 -2.0526
H 0.1193 -1.0136 -2.8207
O 2.7674 0.9518 -1.2023
H 2.7732 1.4402 -0.3738
H 2.6367 1.6178 -1.8894
*
```

Most stable one: <B>, least stable one: <A>.

<A>
# C27H32F5N2OPdSe2Te2

A structure of composition C27H32F5N2OPdSe2Te2 (ωB97M-V/def2-TZVPD, the Open Molecules 2025 dataset).

## Properties
* highest occupied orbital energy (spin up / spin down): -0.39733 / -0.42366 Ha
* Kohn-Sham gap (spin up / spin down): 6.72 / 5.91 eV

```
! RIJCOSX wB97M-V def2-TZVPD def2/J DEFGRID3
* xyz 1 5
Pd -0.3074 3.0472 0.0214
Te 1.3386 3.3556 -1.9590
C 2.9466 3.3835 -0.6149
C 3.6311 4.5658 -0.3524
C 4.7444 4.5310 0.4737
C 5.1648 3.3272 1.0207
C 4.4746 2.1530 0.7519
C 3.3526 2.1741 -0.0608
H 3.3060 5.5027 -0.7864
H 5.2850 5.4436 0.6854
H 6.0345 3.3037 1.6636
H 4.8050 1.2189 1.1861
H 2.7963 1.2659 -0.2463
F -3.5922 0.0055 0.4827
Te -2.5679 1.4348 1.2163
F -4.1425 2.3741 1.3884
F 0.6674 1.6842 1.1442
F -1.7055 3.0535 1.9605
F -2.9092 0.7635 2.9601
O -2.2010 2.1959 -0.4983
Se -0.9167 4.8364 -1.5103
C -0.3757 6.3967 -0.5580
C -0.0734 7.5385 -1.2930
C 0.2753 8.6993 -0.6212
C 0.3218 8.7121 0.7668
C 0.0132 7.5684 1.4904
C -0.3417 6.4008 0.8321
H -0.1063 7.5214 -2.3748
H 0.5110 9.5933 -1.1824
H 0.5949 9.6202 1.2872
H 0.0390 7.5835 2.5715
H -0.6079 5.5164 1.3988
C -2.9560 -4.7406 -3.6496
C -2.9754 -3.6398 -2.5952
C -2.2252 -2.3805 -3.0227
C -0.7078 -2.5282 -3.0471
N -0.1627 -2.8281 -1.7176
C -0.1150 -1.9558 -0.6980
Se -0.5359 -0.1279 -0.7891
N 0.3344 -2.5741 0.4050
C 0.3989 -1.9608 1.7452
C -0.9524 -2.0142 2.4467
C -1.4256 -3.4147 2.8313
C -0.6591 -4.0030 4.0099
C 0.5915 -3.8981 0.0885
C 1.0858 -4.9511 0.8571
C 1.2170 -6.1663 0.2248
C 0.8775 -6.3361 -1.1307
C 0.3965 -5.2964 -1.8935
C 0.2590 -4.0647 -1.2544
H -3.5548 -5.5949 -3.3360
H -1.9479 -5.1109 -3.8467
H -3.3632 -4.3792 -4.5954
H -2.5652 -4.0149 -1.6513
H -4.0082 -3.3648 -2.3773
H -2.4884 -1.5449 -2.3663
H -2.5354 -2.0875 -4.0292
H -0.2319 -1.6103 -3.3928
H -0.3888 -3.3359 -3.7032
H 0.7377 -0.9314 1.6212
H 1.1688 -2.4959 2.2996
H -1.6977 -1.5410 1.8044
H -0.8765 -1.3922 3.3420
H -1.3644 -4.0842 1.9673
H -2.4854 -3.3561 3.0837
H 0.4136 -4.0777 3.8143
H -1.0144 -5.0041 4.2527
H -0.7823 -3.3815 4.8980
H 1.3438 -4.8256 1.8987
H 1.5905 -7.0147 0.7812
H 1.0029 -7.3097 -1.5839
H 0.1475 -5.4328 -2.9357
*
```

<B>
# C27H32F5N2OPdSe2Te2

A structure of composition C27H32F5N2OPdSe2Te2 (ωB97M-V/def2-TZVPD, the Open Molecules 2025 dataset).

## Properties
* highest occupied orbital energy (spin up / spin down): -0.39993 / -0.42344 Ha
* Kohn-Sham gap (spin up / spin down): 6.80 / 6.14 eV

```
! RIJCOSX wB97M-V def2-TZVPD def2/J DEFGRID3
* xyz 1 5
Pd -0.4006 3.0139 -0.0004
Te 1.1994 3.3719 -2.0118
C 2.7619 3.5958 -0.6155
C 3.3687 4.8383 -0.4520
C 4.4492 4.9525 0.4073
C 4.9143 3.8349 1.0885
C 4.2976 2.6019 0.9227
C 3.2070 2.4737 0.0758
H 3.0069 5.7063 -0.9900
H 4.9289 5.9126 0.5415
H 5.7595 3.9271 1.7575
H 4.6569 1.7380 1.4647
H 2.6962 1.5262 -0.0219
F -3.7902 -0.0379 0.4873
Te -2.7214 1.3810 1.2139
F -4.2906 2.3211 1.4403
F 0.4741 1.4464 0.9837
F -1.8019 2.9704 1.9931
F -2.9868 0.6691 2.9976
O -2.3133 2.1646 -0.4768
Se -0.9336 4.9193 -1.4371
C -0.1761 6.3782 -0.4600
C 0.2193 7.5169 -1.1546
C 0.7318 8.5941 -0.4484
C 0.8489 8.5285 0.9338
C 0.4479 7.3897 1.6188
C -0.0703 6.3066 0.9253
H 0.1292 7.5599 -2.2324
H 1.0391 9.4854 -0.9788
H 1.2493 9.3719 1.4804
H 0.5301 7.3444 2.6963
H -0.4070 5.4268 1.4614
C -3.0007 -4.9465 -3.6563
C -3.0114 -3.8146 -2.6352
C -2.2674 -2.5689 -3.1071
C -0.7481 -2.7158 -3.1425
N -0.1958 -2.9745 -1.8108
C -0.1553 -2.0710 -0.8232
Se -0.6284 -0.2633 -0.9265
N 0.3091 -2.6364 0.2963
C 0.3813 -1.9467 1.5982
C -0.9607 -1.9486 2.3250
C -1.4238 -3.3151 2.8225
C -0.6299 -3.8139 4.0253
C 0.5841 -3.9699 0.0304
C 1.0963 -4.9876 0.8298
C 1.2424 -6.2249 0.2413
C 0.8977 -6.4482 -1.1020
C 0.3964 -5.4412 -1.8981
C 0.2467 -4.1905 -1.3059
H -3.5903 -5.7927 -3.3063
H -1.9930 -5.3163 -3.8563
H -3.4238 -4.6148 -4.6059
H -2.5916 -4.1600 -1.6844
H -4.0430 -3.5352 -2.4167
H -2.5220 -1.7155 -2.4690
H -2.5925 -2.3014 -4.1160
H -0.2808 -1.8040 -3.5173
H -0.4332 -3.5390 -3.7804
H 0.7075 -0.9227 1.4089
H 1.1640 -2.4404 2.1725
H -1.7142 -1.5178 1.6576
H -0.8721 -1.2618 3.1709
H -1.3821 -4.0466 2.0091
H -2.4773 -3.2377 3.0953
H 0.4385 -3.9006 3.8134
H -0.9775 -4.7944 4.3486
H -0.7364 -3.1272 4.8664
H 1.3573 -4.8217 1.8650
H 1.6313 -7.0467 0.8263
H 1.0334 -7.4356 -1.5209
H 0.1408 -5.6197 -2.9326
*
```

Most stable one: <B>, least stable one: <A>.